Entry 1:
Density functional theory data (wB97M-V/def2-TZVPD) for C26H19FeINO2S4 as an isolated structure.

```
54
Properties=species:S:1:pos:R:3:lowdin_spin:R:1
I -3.86 -0.12 6.34 0.000
Fe 0.60 -0.25 0.02 4.057
S 0.65 1.79 -1.57 0.069
S -0.09 -1.34 -2.00 0.166
S 2.16 -1.94 0.24 0.253
S -0.77 -1.81 1.58 0.095
O 0.96 1.03 1.38 0.129
O 2.34 0.96 3.14 0.016
N -1.57 0.51 0.01 0.053
C 0.98 -5.79 0.27 0.000
C 1.17 -3.38 0.45 0.026
C -0.95 -0.20 5.53 0.000
C -2.34 1.05 4.01 0.000
C -0.79 -0.08 -2.99 0.019
C -0.78 -4.55 1.31 0.002
C -0.43 1.27 -2.88 0.009
C -1.79 1.78 -0.31 0.003
C -2.60 -0.30 0.27 0.002
C 0.02 0.78 3.55 0.002
C -2.19 0.29 5.16 0.000
C -0.26 -5.76 0.90 0.010
C -4.14 1.48 -0.13 -0.002
C -2.28 -1.74 0.57 0.007
C -2.20 0.55 -4.86 0.000
C -3.07 2.30 -0.41 0.003
C 1.22 0.95 2.67 0.014
C -1.82 1.88 -4.74 0.006
C -0.93 2.23 -3.75 0.002
C 0.16 0.06 4.73 0.001
C -1.69 -0.41 -4.01 0.011
C 1.68 -4.62 0.05 0.015
C -3.91 0.16 0.23 0.002
C -0.09 -3.37 1.07 0.015
C -1.23 1.29 3.21 0.000
C -0.57 2.65 -0.54 0.005
H -1.74 -4.51 1.83 0.001
H 1.39 -6.73 -0.06 0.000
H 1.14 -0.32 5.00 0.000
H -0.84 3.60 -0.99 0.001
H -3.11 -2.22 1.07 0.002
H -0.60 3.26 -3.64 0.001
H -0.80 -6.68 1.09 0.001
H -2.06 -2.25 -0.37 0.001
H -2.21 2.64 -5.41 0.000
H -4.72 -0.51 0.47 0.000
H -3.21 3.33 -0.70 0.000
H -0.84 -0.79 6.44 0.000
H -0.06 2.83 0.41 0.000
H -3.30 1.46 3.74 0.000
H -1.99 -1.45 -4.13 0.002
H -1.33 1.87 2.31 0.000
H -5.15 1.86 -0.19 0.000
H 2.65 -4.64 -0.44 0.002
H -2.90 0.26 -5.64 0.000
```

Spin multiplicity = 6
E_LUMO (spin up / spin down) = -0.217 / -1.126 eV
ΔE to the lowest compared entry with this formula, charge and spin = 1.3 kcal per mole
Charge = 0

Entry 2:
Density functional theory data (wB97M-V/def2-TZVPD) for C26H20Cl2CoN2O2S as an isolated structure.

```
54
Properties=species:S:1:pos:R:3:lowdin_spin:R:1
Co -0.02 0.18 -0.56 2.657
Cl 1.18 -0.36 -2.64 0.026
Cl -3.97 -1.89 -3.52 0.004
S -1.69 -1.21 -1.40 0.067
O 1.48 -1.02 0.55 0.060
O -0.54 1.93 -1.28 0.130
N 0.53 0.21 2.32 0.158
N -0.19 0.78 1.32 -0.001
C 3.78 -4.93 -0.90 0.001
C -1.02 1.75 1.68 0.140
C 4.17 -6.20 -1.29 0.000
C 2.44 -4.65 -0.65 0.001
C 1.89 -6.94 -1.18 0.000
C -1.68 2.56 0.71 0.022
C 0.06 -0.66 -5.04 0.000
C 2.27 -1.36 2.91 0.058
C -1.22 2.01 3.13 0.022
C 3.23 -7.21 -1.43 0.000
C -2.20 3.61 -1.49 0.015
C -2.39 -1.41 -4.06 0.005
C 3.49 -1.98 2.56 0.083
C 1.38 -0.73 2.00 0.182
C 3.98 -2.49 4.87 0.118
C -1.40 -1.11 -3.11 0.009
C -0.95 -0.97 -5.93 0.004
C 2.80 -1.84 5.24 0.006
C 4.31 -2.54 3.52 0.005
C 2.04 -3.33 -0.23 0.005
C 1.96 -1.28 4.29 0.083
C 1.80 -2.21 0.14 0.006
C -2.19 -1.34 -5.42 0.000
C -0.17 -0.73 -3.69 0.005
C 1.50 -5.66 -0.80 0.001
C -1.42 2.63 -0.64 0.089
H -3.01 -1.59 -6.09 0.000
H 0.46 -5.44 -0.60 0.000
H 3.53 -8.20 -1.73 0.000
H 1.15 -7.72 -1.29 0.000
H 4.62 -2.94 5.62 0.009
H -1.52 1.10 3.66 0.006
H -0.79 -0.91 -6.99 0.000
H -2.43 3.24 1.09 -0.001
H -0.29 2.33 3.60 0.008
H -2.08 4.64 -1.13 0.003
H 1.05 -0.78 4.59 0.008
H -1.98 2.78 3.28 0.000
H 5.22 -6.41 -1.48 0.000
H 1.04 -0.36 -5.40 0.000
H 5.24 -3.01 3.21 -0.003
H 3.82 -2.01 1.53 0.006
H -3.27 3.37 -1.47 0.004
H 4.51 -4.14 -0.78 0.000
H -1.85 3.56 -2.52 0.000
H 2.52 -1.78 6.28 -0.003
```

Spin multiplicity = 5
E_LUMO (spin up / spin down) = 2.648 / 2.645 eV
ΔE to the lowest compared entry with this formula, charge and spin = 38.3 kcal per mole
Charge = -1

Entry 3:
Density functional theory data (wB97M-V/def2-TZVPD) for a 10-piece molecular cluster, C26H20Cl36O2 overall.

```
84
Properties=species:S:1:pos:R:3:lowdin_charge:R:1
Cl -0.14 5.22 -2.27 0.530
Cl -0.05 2.33 -2.24 0.575
Cl 5.20 0.35 -2.78 0.507
Cl 12.43 -1.81 -1.85 0.523
Cl 6.85 1.85 -0.35 0.518
Cl -1.87 -4.75 -4.50 0.535
Cl 11.10 -0.37 0.28 0.516
Cl -11.75 8.04 1.87 0.518
Cl 10.37 -3.11 -0.29 0.494
Cl -9.27 3.16 4.55 0.493
Cl -9.67 1.05 2.60 0.524
Cl 8.80 -8.69 -1.48 0.520
Cl 3.72 0.96 -5.20 0.534
Cl 4.41 0.45 0.37 0.622
Cl -3.77 4.88 2.40 0.538
Cl 4.74 -1.71 -4.76 0.534
Cl 9.99 -6.17 -2.25 0.505
Cl -5.47 4.09 0.19 0.512
Cl 6.19 1.42 2.44 0.543
Cl 9.67 -1.01 -2.15 0.509
Cl -6.33 3.62 2.91 0.498
Cl -10.76 3.69 2.13 0.494
Cl -9.54 6.48 2.91 0.477
Cl -3.63 -3.75 -6.57 0.522
Cl -9.04 8.65 1.06 0.520
Cl -4.31 -3.38 -3.78 0.538
Cl -2.56 3.69 -1.80 0.512
Cl 2.56 -0.68 -3.13 0.660
Cl -1.35 3.71 -4.43 0.523
Cl -2.11 -1.90 -4.94 0.528
Cl -4.15 2.08 1.79 0.647
Cl 6.98 -0.81 0.77 0.525
Cl 10.04 -7.01 0.52 0.512
Cl -11.90 2.00 4.18 0.526
Cl 7.55 -6.20 -0.70 0.512
Cl -9.90 9.22 3.76 0.518
O -1.31 2.11 1.89 0.021
O -3.38 -1.81 -0.32 0.096
C 6.11 0.73 0.81 -1.981
C 1.03 -1.59 -1.21 -0.125
C 1.67 1.66 1.14 -0.179
C 1.65 -0.42 -0.55 -0.119
C -0.37 -1.90 -0.88 -0.128
C -2.56 -1.36 0.45 -0.304
C -10.40 2.48 3.36 -2.029
C 0.93 0.45 0.43 -0.120
C 0.68 -4.04 1.59 -0.115
C -10.06 8.10 2.40 -2.036
C -0.46 0.12 0.73 -0.021
C 9.10 -7.02 -0.98 -2.048
C -2.36 0.05 2.56 -0.077
C -4.93 3.67 1.82 -1.992
C -1.06 -3.16 -1.52 -0.164
C -2.93 -1.00 1.92 -0.002
C -1.02 3.74 -2.69 -2.019
C -1.06 -4.27 -0.37 -0.178
C 1.13 3.08 0.74 -0.257
C -2.98 -3.44 -4.95 -2.033
C 0.38 -4.63 0.15 -0.236
C 0.96 3.92 2.10 -0.115
C -1.08 -1.05 0.06 -0.011
C -1.33 0.91 1.73 -0.331
C 10.89 -1.58 -1.00 -2.042
C 4.05 -0.27 -3.98 -1.979
H 1.55 -4.55 2.08 0.070
H 0.50 -5.74 0.26 0.103
H 2.74 1.61 0.81 -0.010
H -0.42 -3.49 -2.38 0.082
H -2.08 -2.92 -1.88 0.063
H 1.95 4.26 2.50 0.073
H -2.56 0.33 3.61 0.121
H -1.55 -5.21 -0.73 0.112
H -3.66 -1.62 2.49 0.124
H 0.90 -2.94 1.56 0.059
H 0.57 3.18 2.86 0.054
H -0.19 -4.21 2.29 0.075
H 1.58 -2.25 -1.90 0.047
H 2.73 -0.20 -0.78 -0.036
H -1.64 -3.87 0.51 0.099
H 0.19 4.73 2.01 0.071
H 1.83 3.69 0.11 0.099
H 1.18 -4.26 -0.55 0.095
H 1.71 1.48 2.25 0.127
H 0.12 3.04 0.29 0.039
```

E_LUMO = -0.963 eV
Structure (SMILES) = CCCCc1ccc(CCC)c2c1C(=O)C=CC2=O.ClC(Cl)(Cl)Cl.ClC(Cl)(Cl)Cl.ClC(Cl)(Cl)Cl.ClC(Cl)(Cl)Cl.ClC(Cl)(Cl)Cl.ClC(Cl)(Cl)Cl.ClC(Cl)(Cl)Cl.ClC(Cl)(Cl)Cl.ClC(Cl)(Cl)Cl
Charge = 0